16
Properties=species:S:1:pos:R:3:forces:R:3 method="wB97M-V/def2-TZVPD" charge=0 smiles=CSS.O.O.O homo_energy_ev=-9.5 homo_lumo_gap_ev=9.9 relative_energy_kcal_mol=4.11
C 1.53695 -0.31419 1.40870 -3.2 1.7 -2.1
S 2.46525 0.68101 0.20268 0.0 -0.6 0.0
S 3.15348 -0.78345 -1.09451 0.5 0.3 0.6
H 0.72022 -0.92488 0.92269 0.9 0.9 0.4
H 1.05057 0.41451 2.07832 0.1 -0.3 -0.2
H 2.11480 -0.94239 1.93983 2.3 -2.0 1.8
H 2.14005 -0.78223 -1.93584 -0.6 0.0 -0.4
O -0.30345 1.48907 -1.50645 -1.5 1.4 0.0
H 0.48558 1.10816 -1.14885 1.1 -0.3 0.6
H -0.48785 2.28359 -0.95067 0.4 -0.9 -0.6
O -2.53572 -0.16437 -1.06340 1.7 1.8 0.9
H -2.87324 -0.52371 -1.85624 -0.6 -0.7 -1.3
H -1.81679 0.49344 -1.34508 -1.0 -1.1 0.4
O -1.49681 -0.63653 1.57477 -1.1 0.4 -1.4
H -2.23701 -0.96877 2.10215 0.2 0.1 -0.2
H -1.91604 -0.42925 0.67188 0.7 -0.6 1.6